No. 1
This record from the OMol25 dataset describes a 15-piece molecular cluster, C7H40O14 overall in a non-equilibrium geometry. The level of theory is ωB97M-V with the def2-TZVPD basis set.

Geometry (Å):
1 O -4.35651 -1.99186 -0.65344
2 O 2.47983 -2.55943 1.66931
3 O -3.78179 1.55010 -1.98740
4 O 1.63099 3.10670 -2.01826
5 O -3.94112 -1.13263 2.22195
6 O 2.97487 -2.17576 -3.00830
7 O 2.98851 -0.41518 3.23225
8 O 4.45401 -1.15356 1.36476
9 O 0.60772 -0.35006 1.95142
10 O -0.89542 2.20353 -3.87926
11 O -1.49139 -0.55124 3.21453
12 O 1.32756 2.81933 0.97625
13 O 4.93281 1.32838 -1.98072
14 O 2.28753 0.22049 -2.00248
15 C -2.35590 3.03086 1.75799
16 C -0.82398 -0.79768 -1.02892
17 C -1.37128 -3.11828 -0.08712
18 C -2.59202 1.79564 1.22934
19 C -1.82947 1.19415 0.30203
20 C -1.38400 -2.17313 -1.28785
21 C -1.50844 -0.05401 0.07917
22 H 0.18556 -0.92128 -0.62664
23 H 3.39714 -1.83222 -2.23195
24 H -0.86450 -2.67902 -2.18946
25 H 4.39902 -2.13287 1.64089
26 H 3.61892 -0.57438 2.54889
27 H 1.98552 1.06403 -2.28818
28 H -1.56420 -4.16406 -0.20596
29 H 1.46943 4.04331 -2.37325
30 H -4.66865 -1.30894 2.73604
31 H -2.78437 3.32665 2.77553
32 H 1.93249 3.58922 1.12228
33 H -1.52769 3.54071 1.46072
34 H -4.31312 -2.88388 -0.13269
35 H -2.48134 -2.00064 -1.68195
36 H -3.29376 0.69617 -1.68706
37 H -3.46164 1.29141 1.70243
38 H 4.46814 0.95621 -1.21855
39 H -0.61104 -0.08945 -1.90342
40 H -4.74226 1.39292 -1.81043
41 H 1.05827 2.58509 1.82736
42 H 2.02553 -3.42695 1.86654
43 H 2.40566 -2.90835 -2.74597
44 H -0.26971 2.34774 -4.61357
45 H 1.76509 -1.93884 1.48404
46 H -2.27613 -2.84462 0.49663
47 H 1.44237 -0.11793 2.51804
48 H -3.25921 -0.68693 2.73849
49 H -3.99124 -1.38476 -0.03490
50 H 0.96746 3.15047 -1.29667
51 H 4.38406 -1.47120 0.43750
52 H -1.82500 -0.89558 0.82634
53 H 4.37796 0.81660 -2.63187
54 H -0.85928 -1.28022 3.01690
55 H -1.17111 1.94872 -0.21358
56 H -1.81521 2.17158 -3.93870
57 H -1.17028 0.22633 2.66144
58 H 1.43166 -0.20032 -2.25620
59 H 0.71885 0.42947 1.31588
60 H -0.48243 -3.04139 0.53777
61 H 2.84874 -1.24848 3.77470

As for the orbital gap (alpha / beta): 7.98 / 5.18 eV. Its charge is +1. Its spin multiplicity is 2.

Atomic partial charges in e from the Löwdin method, atoms 1 to 5: number 1, O, carries -0.081; number 2, O, carries -0.085; number 3, O, carries -0.083; number 4, O, carries -0.087; number 5, O, carries -0.023



No. 2
This record from the OMol25 dataset describes a 14-piece molecular cluster, C7H41NO13 overall in a non-equilibrium geometry. The level of theory is ωB97M-V with the def2-TZVPD basis set.

Geometry (Å):
1 O -1.12077 -1.39046 -4.49882
2 O 2.72359 1.55192 3.38868
3 O -2.40910 -0.66865 -0.97813
4 O -2.12558 2.83157 -1.64206
5 O -1.35833 0.74398 -3.33740
6 O -1.11182 4.41787 0.33281
7 O -0.88774 -3.28971 -2.54939
8 O 1.59301 3.42034 0.04805
9 O -4.12994 1.59870 0.69800
10 O 3.64232 -0.76467 2.33077
11 O -0.70875 2.30582 4.19952
12 O 2.91028 0.68723 -3.78649
13 O 0.98056 1.36112 -2.64670
14 N -0.90179 1.24119 1.29766
15 C 0.09727 -3.16078 1.58052
16 C 0.70536 -0.79883 1.12530
17 C -0.80629 -0.28146 1.54504
18 C 1.64407 -2.47780 -0.26924
19 C 1.75288 -3.73119 -0.90024
20 C 0.80911 -2.13969 0.71077
21 C -0.99502 -0.48896 3.03540
22 H -1.70540 -1.21345 3.34870
23 H 1.29634 -0.30411 1.86080
24 H -2.36758 0.17129 -0.43291
25 H -0.92904 -1.99909 -3.76866
26 H -1.39753 0.48644 3.52178
27 H 2.04457 -4.48150 -0.23394
28 H -1.42088 -3.19776 -1.82784
29 H -2.06509 -1.35263 -4.57940
30 H -2.19979 0.55123 -3.63258
31 H 2.25699 0.22168 -3.30920
32 H 2.61961 -3.65625 -1.76001
33 H -0.31101 2.78030 3.40049
34 H 3.48817 1.16797 -3.33346
35 H -1.00910 -3.32876 1.38667
36 H 1.23962 2.05966 -3.25699
37 H -1.41762 4.32624 -0.66330
38 H 0.59257 -4.12214 1.44395
39 H 1.63894 2.94635 -0.82385
40 H 0.05253 -2.85241 2.61145
41 H 0.25211 1.05024 -3.28054
42 H -3.00654 2.52953 -1.28959
43 H -1.06181 1.74029 2.20179
44 H -0.30990 1.79345 4.69338
45 H 1.19512 -0.08866 0.34399
46 H 0.94511 4.13807 -0.02692
47 H -1.69932 2.03829 -2.05997
48 H -4.51252 1.75978 1.62336
49 H -1.42548 -0.79095 0.68208
50 H 2.80782 1.39092 4.26837
51 H 0.94543 -4.09406 -1.67753
52 H 2.21780 -1.60966 -0.65411
53 H 3.45618 1.05724 2.93381
54 H -1.69529 -0.40936 -1.50258
55 H 3.57046 -1.24175 1.46843
56 H 2.93443 -1.16052 2.80834
57 H -1.32183 3.48322 0.57436
58 H -0.14204 1.60593 0.79818
59 H 0.11651 -3.47434 -2.26080
60 H -3.12808 1.76397 0.91872
61 H -0.76253 -0.02228 -3.69296
62 H -0.08523 -0.62997 3.49443

As for the orbital gap: 9.17 eV. Its spin multiplicity is 1.

Atomic partial charges in e from the Löwdin method, atoms 1 to 5: number 1, O, carries -0.030; number 2, O, carries -0.038; number 3, O, carries -0.056; number 4, O, carries -0.088; number 5, O, carries -0.108



No. 3
This record from the OMol25 dataset describes C7H4CaNO5 as an isolated structure in a non-equilibrium geometry. The level of theory is ωB97M-V with the def2-TZVPD basis set.

Geometry (Å):
1 Ca -0.22417 0.10985 -0.14667
2 O 3.23952 -0.99511 -1.03894
3 O 2.67422 1.00434 1.99801
4 O 5.44153 1.98003 -1.59300
5 O 1.19549 1.10731 -3.38289
6 O 0.11822 3.46283 1.08889
7 N -2.22280 -0.82611 0.53265
8 C 0.74006 0.68760 -2.40596
9 C 0.21629 2.41646 0.58171
10 C -4.01574 -2.60026 1.14887
11 C 1.74105 0.68898 1.38668
12 C -3.03408 -1.61837 0.80631
13 C 4.37702 1.72180 -1.27668
14 C 2.20175 -0.58582 -0.74127
15 H -3.63434 -3.60389 0.94869
16 H -4.91092 -2.43113 0.55472
17 H -4.25500 -2.51568 2.20583
18 H 0.35191 1.99717 -0.66692

As for the orbital gap: 6.23 eV. Its charge is +1. Its spin multiplicity is 1.

Atomic partial charges in e from the Löwdin method, atoms 1 to 5: number 1, Ca, carries 1.100; number 2, O, carries 0.101; number 3, O, carries 0.112; number 4, O, carries 0.064; number 5, O, carries 0.099



No. 4
This record from the OMol25 dataset describes one molecule with the formula C7H4Cl2OSe in a non-equilibrium geometry. The level of theory is ωB97M-V with the def2-TZVPD basis set.

Geometry (Å):
1 Se -3.48579 0.55723 0.02171
2 Cl -2.60610 -2.29351 -0.30969
3 Cl 0.48958 3.59946 -0.48741
4 O -1.82489 3.12394 0.49864
5 C 1.03678 -0.67765 -0.04722
6 C 0.01387 -1.62792 -0.15572
7 C -1.28589 -1.22644 -0.15732
8 C -1.63850 0.25427 -0.02107
9 C 0.75278 0.65996 0.02114
10 C -0.56984 1.14871 0.03726
11 C -0.82731 2.58294 0.11692
12 H 0.24664 -2.67792 -0.23671
13 H 2.05761 -1.01991 -0.02294
14 H 1.55328 1.38006 0.08111
15 H -3.42658 1.98325 0.18680

As for the orbital gap: 8.27 eV. The structure (SMILES) is O=C(Cl)c1cccc(Cl)c1[SeH]. Its spin multiplicity is 1.

Atomic partial charges in e from the Löwdin method, atoms 1 to 5: number 1, Se, carries 0.926; number 2, Cl, carries 0.671; number 3, Cl, carries 0.705; number 4, O, carries -0.001; number 5, C, carries -0.070



No. 5
This record from the OMol25 dataset describes C7H4ClF5O3S4SbTcTe as an isolated structure. The level of theory is ωB97M-V with the def2-TZVPD basis set.

Geometry (Å):
1 Te -4.38563 0.39678 -3.38106
2 Sb -1.83697 -1.03140 -6.39998
3 Tc -1.10308 -0.63628 -2.79233
4 Cl 2.74618 2.41489 7.33032
5 S -3.78318 -2.39650 -6.28625
6 S -1.70959 -2.61227 -3.41084
7 S -1.45475 -0.70348 -8.50212
8 S -0.26109 -0.17416 -4.90216
9 F -2.80140 -3.07287 -2.31140
10 F -4.96647 0.89963 -1.67898
11 F -4.19887 -2.45223 -4.73334
12 F -4.38011 2.16793 -3.83823
13 F -3.32518 0.22923 -5.16944
14 O -2.65407 0.38310 -2.60110
15 O 2.98349 -1.01987 1.32457
16 O 0.09036 -0.86183 -1.71850
17 C 1.92461 1.26866 3.64428
18 C 3.73880 -0.17256 4.52160
19 C 2.90585 -0.47303 2.29630
20 C 1.89668 1.94641 4.83235
21 C 2.78002 1.57220 5.86046
22 C 3.69205 0.52091 5.70456
23 C 2.84085 0.21417 3.48583
24 H 1.25595 1.54800 2.84198
25 H 4.43909 -0.98416 4.37871
26 H 4.35743 0.26396 6.51742
27 H 1.20906 2.76478 4.98735

As for the orbital gap: 7.04 eV. Its charge is +2. Its spin multiplicity is 1.

Atomic partial charges in e from the Löwdin method, atoms 1 to 5: number 1, Te, carries 1.993; number 2, Sb, carries 0.451; number 3, Tc, carries 0.976; number 4, Cl, carries 0.840; number 5, S, carries 0.628



No. 6
This record from the OMol25 dataset describes C7H4ErO5 as an isolated structure in a non-equilibrium geometry. The level of theory is ωB97M-V with the def2-TZVPD basis set.

Geometry (Å):
1 Er 0.00000 0.00000 0.00000
2 O 3.05780 0.00620 -0.01330
3 O 0.00600 -3.04810 0.20540
4 O -0.00560 3.04820 0.20480
5 O -0.98750 -0.78960 3.23400
6 O -3.05770 -0.00530 -0.01290
7 C -0.00140 0.69090 -2.21590
8 C 1.90480 0.00380 -0.02260
9 C 0.00370 -1.89940 0.10670
10 C 0.00110 -0.69130 -2.21570
11 C -0.00350 1.89950 0.10640
12 C -0.66710 -0.53370 2.18300
13 C -1.90470 -0.00340 -0.02240
14 H -0.91800 -1.24430 -2.37500
15 H -0.92250 1.24050 -2.37530
16 H 0.92220 -1.24090 -2.37550
17 H 0.91770 1.24370 -2.37580

As for the orbital gap (alpha / beta): 7.56 / 7.68 eV. Its charge is +3. Its spin multiplicity is 4.

Atomic partial charges in e from the Löwdin method, atoms 1 to 5: number 1, Er, carries 0.813; number 2, O, carries 0.400; number 3, O, carries 0.401; number 4, O, carries 0.405; number 5, O, carries 0.345



No. 7
This record from the OMol25 dataset describes C7H4GaO5 as an isolated structure in a non-equilibrium geometry. The level of theory is ωB97M-V with the def2-TZVPD basis set.

Geometry (Å):
1 Ga 0.31274 -0.84082 1.65078
2 O -3.06592 -0.94318 0.88143
3 O 0.88400 -2.37151 4.66480
4 O 0.49450 -2.87518 -0.92557
5 O -0.31327 2.39142 1.89225
6 O 3.29107 0.33096 0.32260
7 C 0.13611 1.50376 -2.76191
8 C -1.16164 1.24546 -2.64733
9 C 0.69362 -1.86148 3.66175
10 C -0.08304 1.25474 1.92114
11 C 0.45283 -2.25004 0.02661
12 C 2.34233 -0.08028 0.81756
13 C -1.95952 -0.94091 1.19280
14 H 0.86368 0.81139 -3.21172
15 H -1.63056 0.31303 -2.99349
16 H -1.87531 1.90609 -2.13619
17 H 0.61839 2.40656 -2.35550

As for the orbital gap (alpha / beta): 3.86 / 3.87 eV. Its charge is +3. Its spin multiplicity is 1.

Atomic partial charges in e from the Löwdin method, atoms 1 to 5: number 1, Ga, carries 0.604; number 2, O, carries 0.305; number 3, O, carries 0.332; number 4, O, carries 0.342; number 5, O, carries 0.328



No. 8
This record from the OMol25 dataset describes C7H4N2O4 as an isolated structure in a non-equilibrium geometry. The level of theory is ωB97M-V with the def2-TZVPD basis set.

Geometry (Å):
1 O 3.78019 -1.25100 0.29213
2 O 1.81901 -2.37109 0.24504
3 O -0.28502 -1.46757 3.76003
4 O 1.56760 -0.27741 3.84981
5 N 0.55471 -0.51111 1.84653
6 N 2.84383 2.04064 1.20849
7 C 0.67107 -0.83090 3.29836
8 C -0.63323 -0.55046 1.12524
9 C 2.53852 -1.44220 0.40187
10 C 2.29888 1.03402 1.22632
11 C 1.64627 -0.16362 0.99243
12 C 0.62712 0.26493 -0.68904
13 C -0.63710 -0.02082 -0.16627
14 H 0.92687 1.29942 -0.86990
15 H -1.50948 -0.20562 -0.77127
16 H 1.16550 -0.42557 -1.36904
17 H -1.65191 -0.92669 1.41173

As for the orbital gap (alpha / beta): 3.47 / 6.17 eV. Its charge is -2. Its spin multiplicity is 3.

Atomic partial charges in e from the Löwdin method, atoms 1 to 5: number 1, O, carries -0.056; number 2, O, carries 0.018; number 3, O, carries -0.053; number 4, O, carries 0.041; number 5, N, carries 0.077



No. 9
This record from the OMol25 dataset describes one molecule with the formula C7H5BrN2O2S in a non-equilibrium geometry. The level of theory is ωB97M-V with the def2-TZVPD basis set.

Geometry (Å):
1 Br -3.67393 2.38110 -0.43938
2 S -0.49090 1.91230 -0.30977
3 O -0.46413 2.90733 0.70163
4 O -0.32425 2.27747 -1.67450
5 N -1.57112 -1.05375 -0.37866
6 N -2.38252 1.12074 -0.21902
7 C -2.50138 -0.17963 -0.46592
8 C 0.36771 0.42300 0.09182
9 C 1.69800 0.55237 0.44376
10 C -0.26115 -0.81742 -0.08100
11 C 1.88552 -1.83272 0.40964
12 C 0.55495 -1.95268 0.07969
13 C 2.46205 -0.58502 0.62512
14 H 2.11256 1.54068 0.57715
15 H 0.10227 -2.91612 -0.09022
16 H 3.49632 -0.50113 0.91830
17 H -3.49751 -0.55228 -0.69331
18 H 2.48750 -2.72425 0.50468

As for the orbital gap: 8.30 eV. The structure (SMILES) is O=S1(=O)c2ccccc2N=CN1Br. Its spin multiplicity is 1.

Atomic partial charges in e from the Löwdin method, atoms 1 to 5: number 1, Br, carries 0.772; number 2, S, carries 0.746; number 3, O, carries -0.274; number 4, O, carries -0.259; number 5, N, carries 0.082



No. 10
This record from the OMol25 dataset describes an isolated ion of composition C7H5ClFO2 and charge -1 in a non-equilibrium geometry. The level of theory is ωB97M-V with the def2-TZVPD basis set.

Geometry (Å):
1 Cl 2.43784 -0.78933 -1.75664
2 F 1.99368 3.06071 -0.19033
3 O 4.55558 -0.48715 0.20712
4 O 3.21952 -0.07774 1.97320
5 C -0.72666 0.60984 -0.65774
6 C 2.21371 -0.33241 -0.13138
7 C 0.96495 -0.85046 0.51639
8 C 1.26936 1.94636 -0.32776
9 C -0.03272 1.87629 -0.52981
10 C 3.49584 -0.26679 0.78778
11 C -0.30442 -0.58009 -0.22588
12 H 0.95482 -0.37005 1.50299
13 H -0.64564 2.77350 -0.66006
14 H -1.69474 0.66774 -1.14259
15 H -0.93094 -1.44583 -0.41025
16 H 1.07423 -1.93135 0.68029

As for the orbital gap (alpha / beta): 7.98 / 7.99 eV. Its charge is -1. Its spin multiplicity is 1.

Atomic partial charges in e from the Löwdin method, atoms 1 to 5: number 1, Cl, carries 0.708; number 2, F, carries 0.015; number 3, O, carries -0.059; number 4, O, carries -0.042; number 5, C, carries -0.161



No. 11
This record from the OMol25 dataset describes one molecule with the formula C7H5F2NO2 in a non-equilibrium geometry. The level of theory is ωB97M-V with the def2-TZVPD basis set.

Geometry (Å):
1 F -3.18582 1.92644 1.76648
2 F -2.00708 1.81854 -0.07576
3 O -0.86154 -0.76682 1.03716
4 O 0.94958 1.37411 1.11127
5 N 2.28554 -0.23628 -1.63186
6 C -2.26819 1.23045 1.09917
7 C -1.75046 0.10264 1.56866
8 C 1.88787 0.78472 -0.98601
9 C 0.89649 0.69800 0.11847
10 C 0.58307 -1.62330 -0.67129
11 C -0.11382 -0.41793 -0.11164
12 C 1.70092 -1.46553 -1.38701
13 H 0.12066 -2.57971 -0.49473
14 H 2.23059 -2.29250 -1.83376
15 H 2.40390 1.72495 -1.13228
16 H -0.78021 -0.04030 -0.91393
17 H -2.09149 -0.23750 2.53707

As for the orbital gap: 8.23 eV. The structure (SMILES) is O=C1C=NC=C[C@H]1OC=C(F)F. Its spin multiplicity is 1.

Atomic partial charges in e from the Löwdin method, atoms 1 to 5: number 1, F, carries 0.116; number 2, F, carries 0.114; number 3, O, carries -0.013; number 4, O, carries 0.155; number 5, N, carries 0.083



No. 12
This record from the OMol25 dataset describes one molecule with the formula C7H5F3O4. The level of theory is ωB97M-V with the def2-TZVPD basis set.

Geometry (Å):
1 F 3.26838 -1.02346 -1.47558
2 F 2.61841 1.02156 -1.26421
3 F 2.96091 -0.18504 0.49677
4 O -2.25196 1.46504 1.96148
5 O -1.58080 2.80426 0.28352
6 O 0.86134 -1.65427 -1.77760
7 O -2.41287 -0.41342 3.19715
8 C -2.21036 0.09280 2.14956
9 C -1.00503 0.45894 0.26395
10 C 2.48114 -0.21851 -0.76423
11 C -1.55879 1.74408 0.80294
12 C 1.01075 -0.70637 -0.73310
13 C -1.62912 -0.50957 0.91858
14 C -0.01021 0.43945 -0.85039
15 H 0.50257 1.40028 -0.80848
16 H -0.49835 0.36947 -1.82350
17 H 0.18786 -2.29045 -1.52085
18 H 0.90373 -1.22380 0.22341
19 H -1.63761 -1.57097 0.72060

As for the orbital gap: 10.24 eV. The structure (SMILES) is O=C1C=C(C[C@@H](O)C(F)(F)F)C(=O)O1. Its spin multiplicity is 1.

Atomic partial charges in e from the Löwdin method, atoms 1 to 5: number 1, F, carries 0.165; number 2, F, carries 0.139; number 3, F, carries 0.137; number 4, O, carries 0.147; number 5, O, carries 0.201